1.
This record from the Open Molecules 2025 dataset describes C7H5BrOS in the gas phase. The level of theory is ωB97M-V/def2-TZVPD.

Computed properties:
- Electronic energy: -90264.838 eV
- SMILES: O=C(SBr)c1ccccc1
- Energy relative to the best compared isomer or geometry (same formula, charge and spin): 0.0 kcal per mole
- HOMO: -0.3170 Ha
- Lowest unoccupied orbital energy: -0.54 eV

```
15
C7H5BrOS, DFT ωB97M-V/def2-TZVPD
O 2.372 -1.732 -0.071
C 1.814 -0.700 -0.067
S 3.140 1.019 -0.097
Br 4.963 -0.101 0.065
C 0.447 -0.260 -0.042
C -0.537 -1.260 -0.047
C -1.872 -0.912 0.007
C -2.239 0.425 0.066
C -1.270 1.418 0.056
C 0.068 1.081 0.002
H -0.236 -2.296 -0.093
H -2.624 -1.684 0.006
H -3.283 0.695 0.122
H -1.566 2.455 0.092
H 0.824 1.852 0.001
```

Results of the natural (NBO) charge analysis, in e, for atoms 1 through 5:
1. O -0.47
2. C 0.62
3. S -0.17
4. Br -0.04
5. C -0.18

---

2.
This record from the Open Molecules 2025 dataset describes 2 unconnected molecules or ions with the total composition C2H3NO2S2. The level of theory is ωB97M-V/def2-TZVPD.

Computed properties:
- Electronic energy: -29373.354 eV
- Energy relative to the best compared isomer or geometry (same formula, charge and spin): 106.6 kcal per mole
- HOMO (alpha / beta): -0.3298 / -0.3298 Ha
- Lowest unoccupied orbital energy (alpha / beta): -1.05 / -1.05 eV

```
10
C2H3NO2S2, DFT ωB97M-V/def2-TZVPD
C 0.715 0.702 0.908
C 0.121 -1.516 0.295
N -0.185 -1.283 -0.936
O -0.308 3.145 0.423
O -0.394 1.368 -1.316
S 0.242 -2.609 1.410
S -0.240 1.745 0.091
H 0.694 0.799 1.982
H -0.206 -0.311 -1.294
H -0.440 -2.040 -1.562
```

Results of the natural (NBO) charge analysis, in e, for atoms 1 through 5:
1. C -0.75
2. C 0.19
3. N -0.80
4. O -0.86
5. O -0.93

---

3.
This record from the Open Molecules 2025 dataset describes 5 unconnected molecules or ions with the total composition CH12NO5. The level of theory is ωB97M-V/def2-TZVPD.

Computed properties:
- Net charge: -1
- Electronic energy: -12959.893 eV
- Energy relative to the best compared isomer or geometry (same formula, charge and spin): 24.7 kcal per mole
- HOMO: -0.1708 Ha
- Lowest unoccupied orbital energy: 3.71 eV

```
19
CH12NO5, DFT ωB97M-V/def2-TZVPD
N -1.121 -0.612 -1.315
C -0.284 -1.743 -1.587
O 1.116 -1.425 -1.928
H -0.909 0.284 -1.721
H -1.183 -0.435 -0.319
H -0.059 -2.382 -0.735
H -0.625 -2.293 -2.469
H 1.405 -0.617 -1.484
H 1.633 1.479 -0.674
O 0.765 1.056 -0.766
H 0.498 1.165 0.242
H 0.350 2.512 1.911
O 0.162 1.611 1.617
H 1.586 -2.174 2.075
H 0.640 -1.234 2.716
O 0.801 -2.189 2.635
H -1.637 1.967 1.309
H -1.200 2.528 -0.063
O -1.937 2.501 0.557
```

Results of the natural (NBO) charge analysis, in e, for atoms 1 through 5:
1. N -0.87
2. C 0.09
3. O -0.81
4. H 0.40
5. H 0.37

---

4.
This record from the Open Molecules 2025 dataset describes a molecular structure, C15H27NO6. The level of theory is ωB97M-V/def2-TZVPD.

Computed properties:
- Electronic energy: -29752.558 eV
- Energy relative to the best compared isomer or geometry (same formula, charge and spin): 261.1 kcal per mole
- HOMO: -0.2905 Ha
- Lowest unoccupied orbital energy: 0.88 eV

```
49
C15H27NO6, DFT ωB97M-V/def2-TZVPD
C 2.457 0.434 4.069
C 1.444 0.724 2.899
H 1.877 1.066 1.899
H 0.721 1.332 3.259
O 1.027 -0.517 2.664
C 1.456 -1.487 1.902
O 2.443 -1.260 1.463
C 0.707 -2.754 1.546
H -0.353 -2.505 1.470
C 1.064 -3.545 0.462
C 0.861 -2.990 -0.985
C -0.405 -2.527 -1.242
O -1.256 -2.930 -0.705
N -0.734 -1.284 -1.901
C 0.532 -0.400 -2.393
H 1.168 -1.088 -2.608
C 0.987 0.659 -1.118
H 1.992 0.342 -0.916
H 0.325 0.469 -0.485
O 0.721 1.809 -1.702
C 1.313 2.846 -0.893
H 2.058 2.442 -0.319
C 0.099 3.126 0.205
H -0.323 2.175 0.785
O -0.764 3.920 -0.526
C -2.176 3.461 -0.259
H -2.716 4.281 -0.454
C -2.373 2.094 -1.218
O -2.057 0.934 -0.160
C -2.661 -0.156 -0.665
C -2.043 -0.837 -2.127
H -1.936 -0.072 -2.877
H -2.684 -1.658 -2.300
H -2.385 -0.869 0.171
H -3.648 -0.041 -0.825
H -1.764 2.136 -2.059
H -3.215 2.118 -1.561
H -2.634 3.110 0.978
H 0.678 3.738 1.013
H 1.262 3.600 -1.456
H -0.075 0.299 -3.015
H 1.465 -2.172 -0.690
H 1.298 -3.563 -1.613
H 2.148 -3.907 0.725
H 0.461 -4.591 0.353
H 0.692 -3.135 2.547
H 3.314 -0.153 3.760
H 2.984 1.539 4.364
H 2.108 -0.035 4.786
```

Results of the natural (NBO) charge analysis, in e, for atoms 1 through 5:
1. C -0.56
2. C -0.04
3. H 0.18
4. H 0.18
5. O -0.53

---

5.
This record from the Open Molecules 2025 dataset describes 2 unconnected molecules or ions with the total composition C14H32N3O3. The level of theory is ωB97M-V/def2-TZVPD.

Computed properties:
- Net charge: +1
- Electronic energy: -25643.357 eV
- HOMO: -0.4152 Ha
- Lowest unoccupied orbital energy: -2.43 eV

```
52
C14H32N3O3, DFT ωB97M-V/def2-TZVPD
N 3.120 3.447 -1.762
C 1.652 3.430 -1.696
C 1.084 2.071 -2.044
C -0.333 1.918 -1.424
C -1.406 1.669 -2.441
O -1.581 0.625 -2.927
O -2.169 2.748 -2.765
C -3.160 3.013 -1.773
O -2.754 3.997 -0.888
C -4.439 3.429 -2.513
N -5.614 3.453 -1.656
H 3.447 3.923 -2.590
H 3.476 3.961 -0.971
H 1.376 3.699 -0.690
H 1.194 4.176 -2.339
H 1.705 1.310 -1.603
H 1.068 1.930 -3.114
H -0.589 2.820 -0.893
H -0.305 1.146 -0.676
H -3.396 2.130 -1.200
H -2.674 4.831 -1.370
H -4.582 2.718 -3.312
H -4.260 4.415 -2.926
H -5.463 4.120 -0.906
H -5.691 2.547 -1.204
C 0.220 -1.783 -0.773
C 1.614 -1.733 -0.141
C 1.940 -2.951 0.723
N 1.744 -2.765 2.213
C 2.897 -2.006 2.781
C 0.440 -2.097 2.574
C -0.569 -3.222 2.539
C 0.179 -4.346 3.254
C 1.650 -4.147 2.872
H -0.578 -1.651 -0.040
H 0.116 -0.993 -1.515
H 0.057 -2.735 -1.280
H 1.754 -0.796 0.404
H 2.337 -1.718 -0.957
H 2.988 -3.224 0.607
H 1.341 -3.806 0.420
H 2.931 -1.022 2.320
H 3.810 -2.557 2.575
H 2.757 -1.914 3.854
H 0.549 -1.709 3.586
H 0.240 -1.267 1.903
H -0.806 -3.504 1.512
H -1.500 -2.958 3.035
H -0.188 -5.331 2.976
H 0.063 -4.252 4.334
H 2.009 -4.889 2.165
H 2.298 -4.151 3.744
```

Results of the natural (NBO) charge analysis, in e, for atoms 1 through 5:
1. N -0.84
2. C -0.22
3. C -0.39
4. C -0.54
5. C 0.82

---

6.
This record from the Open Molecules 2025 dataset describes a molecular structure, C11H18. The level of theory is ωB97M-V/def2-TZVPD.

Computed properties:
- Electronic energy: -11693.756 eV
- Energy relative to the best compared isomer or geometry (same formula, charge and spin): 127.4 kcal per mole
- HOMO: -0.3411 Ha
- Lowest unoccupied orbital energy: 0.72 eV

```
29
C11H18, DFT ωB97M-V/def2-TZVPD
C 3.892 -0.019 -1.480
C 4.248 1.139 -0.754
C 4.468 1.303 0.600
C 4.543 0.024 1.379
C 4.404 -1.149 0.626
C 4.097 -1.198 -0.756
C -2.973 -0.013 -0.001
C -2.831 1.452 -0.620
C -4.583 -0.020 0.146
C -2.117 -0.078 1.280
C -2.633 -1.331 -0.639
H 3.697 -0.163 -2.489
H 4.393 2.027 -1.408
H 4.744 2.260 1.030
H 4.776 -0.170 2.350
H 4.404 -1.995 1.252
H 4.120 -2.271 -1.210
H -2.934 1.175 -1.818
H -3.794 2.194 -0.004
H -1.637 1.843 -0.463
H -5.096 -0.851 0.675
H -4.954 0.980 0.703
H -5.012 -0.084 -0.906
H -2.385 -0.786 2.170
H -2.199 1.024 1.548
H -1.142 -0.296 1.326
H -1.495 -1.661 -0.628
H -3.260 -2.076 -0.041
H -2.743 -1.260 -1.868
```

Results of the natural (NBO) charge analysis, in e, for atoms 1 through 5:
1. C -0.23
2. C -0.21
3. C -0.22
4. C -0.19
5. C -0.24

---

7.
This record from the Open Molecules 2025 dataset describes a molecular structure, C7H6IrO6S. The level of theory is ωB97M-V/def2-TZVPD.

Computed properties:
- Net charge: +3
- Multiplicity: 5
- Electronic energy: -33271.894 eV
- Energy relative to the best compared isomer or geometry (same formula, charge and spin): 88.2 kcal per mole
- HOMO (alpha / beta): -0.6621 / -0.8952 Ha
- Lowest unoccupied orbital energy (alpha / beta): -12.79 / -19.28 eV
- <S²>: 6.022

```
21
C7H6IrO6S, DFT ωB97M-V/def2-TZVPD
O -0.066 2.938 -1.417
C -0.068 1.791 -1.412
Ir -0.084 -0.190 -1.427
O -0.066 -0.189 -4.537
C -0.066 -0.190 -3.387
C -0.068 -2.168 -1.398
O -0.068 -3.314 -1.410
C -2.044 -0.188 -1.399
O -3.191 -0.188 -1.412
C 1.913 -0.191 -1.401
O 3.060 -0.193 -1.409
C -0.502 -0.665 2.914
S -0.083 -0.340 1.152
C 0.417 1.435 1.433
O 0.982 -1.385 1.048
H -1.210 0.022 3.217
H 0.472 -0.585 3.424
H -0.826 -1.679 2.931
H 0.689 1.530 2.458
H 1.260 1.665 0.810
H -0.451 2.083 1.222
```

Results of the natural (NBO) charge analysis, in e, for atoms 1 through 5:
1. O -0.24
2. C 0.47
3. Ir 0.26
4. O -0.18
5. C 0.56

---

8.
This record from the Open Molecules 2025 dataset describes 3 unconnected molecules or ions with the total composition C2H7O4. The level of theory is ωB97M-V/def2-TZVPD.

Computed properties:
- Net charge: -1
- Electronic energy: -10379.194 eV
- Energy relative to the best compared isomer or geometry (same formula, charge and spin): 20.0 kcal per mole
- HOMO: -0.1701 Ha
- Lowest unoccupied orbital energy: 3.83 eV

```
13
C2H7O4, DFT ωB97M-V/def2-TZVPD
O 1.703 -0.995 0.066
C 0.845 -0.114 0.375
O 0.119 0.583 -0.348
C 0.454 -0.159 1.895
H 0.018 0.772 2.294
H -0.397 -0.844 1.981
H 1.394 -0.334 2.418
H -3.470 1.733 0.652
H -2.138 1.696 0.066
O -2.865 2.333 0.196
H 1.164 -2.217 -2.139
H 0.576 -1.041 -1.303
O 0.393 -1.662 -2.071
```

Results of the natural (NBO) charge analysis, in e, for atoms 1 through 5:
1. O -0.79
2. C 0.76
3. O -0.78
4. C -0.74
5. H 0.19